{"formula": "C4H4F3O2S", "method": "ωB97M-V/def2-TZVPD", "symbols": ["C", "C", "C", "C", "O", "O", "F", "F", "F", "S", "H", "H", "H", "H"], "positions_angstrom": [[-1.178341, 0.735927, -0.412156], [-0.638065, 0.658874, 1.001897], [0.053957, -0.138717, -0.194642], [1.314070, 0.405155, -0.588857], [0.198368, -2.110283, 1.539197], [-1.024357, -2.726953, -0.418424], [1.480752, 1.739650, -0.347512], [2.374284, -0.108281, 0.045334], [1.589407, 0.359039, -1.879874], [0.164173, -2.125527, 0.073557], [-1.919191, 0.084480, -0.728361], [-0.981233, 1.584424, -1.028125], [-0.106469, 1.503574, 1.207730], [-1.327355, 0.138638, 1.730237]], "forces_ev_per_angstrom": [[2.379, -0.656, 0.142], [-1.893, -3.040, -2.456], [-2.508, 0.139, 2.553], [1.567, 1.483, 0.624], [0.102, -0.021, 0.933], [-3.451, -0.919, -1.601], [-0.553, 1.369, 0.533], [0.523, -1.046, 0.366], [0.000, -1.013, -1.925], [3.454, 1.242, 0.659], [-2.004, -0.730, -0.261], [-0.237, 0.706, -0.208], [1.096, 2.039, 1.379], [1.525, 0.449, -0.738]], "charge": -1, "e_above_lowest_kcal_mol": 0.0, "orbital_gap_ev": 7.50, "e_homo_ev": -3.536, "energy_ev": -27295.5377, "e_lumo_ev": 3.963}

***

{"formula": "C4H4F6N2", "method": "ωB97M-V/def2-TZVPD", "symbols": ["C", "C", "C", "C", "N", "N", "F", "F", "F", "F", "F", "F", "H", "H", "H", "H"], "positions_angstrom": [[-1.656872, -0.379498, 0.277829], [-0.609694, 0.815211, 0.635534], [0.580500, 0.886168, -0.315041], [1.888176, 0.417201, 0.115506], [-0.995134, -1.353898, -0.548944], [-0.428081, -0.886921, -1.559281], [-2.206980, -0.880381, 1.425832], [-1.333287, 1.977713, 0.611532], [-0.223025, 0.693951, 1.891932], [0.400703, 1.717681, -1.306399], [0.018600, -2.244114, 0.558314], [0.269740, -1.753138, -2.281370], [-2.430654, 0.049251, -0.243764], [2.571020, 1.228047, 0.579793], [2.411060, -0.051586, -0.704631], [1.743929, -0.235689, 0.863159]], "forces_ev_per_angstrom": [[2.202, 0.281, 1.538], [-0.884, -0.044, -0.731], [-1.306, -0.598, 0.472], [1.730, 3.285, -1.654], [-0.298, -2.167, -0.850], [-0.805, 2.704, 2.611], [0.868, -0.093, -0.884], [0.056, -0.177, -0.592], [0.656, -0.575, 0.884], [0.404, 0.636, -0.287], [0.065, 0.653, -0.159], [0.348, -1.366, -0.187], [-1.757, 1.005, -1.561], [-1.093, -0.798, -0.942], [0.304, -0.090, -0.219], [-0.489, -2.657, 2.561]], "charge": 0, "orbital_gap_ev": [6.68, 9.24], "e_homo_ev": [-8.849, -10.294], "energy_ev": -23490.2695, "e_lumo_ev": [-2.167, -1.054]}

***

{"formula": "C4H4FN3", "method": "ωB97M-V/def2-TZVPD", "symbols": ["C", "C", "C", "N", "N", "N", "C", "F", "H", "H", "H", "H"], "positions_angstrom": [[-0.151360, 1.976464, -1.392868], [-0.561769, 0.866292, -0.789820], [0.162507, -0.121216, -0.003160], [1.520547, -0.077175, 0.494547], [1.595398, -1.050426, 1.304076], [0.536990, -1.713148, 1.459607], [-0.476440, -1.123109, 0.678705], [-1.611564, -1.760701, 0.549659], [0.809470, 2.659361, -1.327319], [-0.849962, 2.576994, -2.082629], [-1.555126, 0.382331, -0.792077], [0.581309, -2.615667, 1.901279]], "forces_ev_per_angstrom": [[-0.004, 3.199, -1.370], [0.301, -1.214, 0.084], [1.083, 1.050, 1.643], [-3.063, -0.179, -0.954], [5.027, 0.719, 0.888], [-4.006, -0.150, -1.188], [2.646, -1.264, 0.194], [-0.746, 0.203, -0.013], [-1.520, -2.474, 0.306], [0.624, -1.282, 1.308], [-0.094, 1.346, -1.108], [-0.248, 0.047, 0.210]], "smiles": "C=Cc1nn[nH]c1F", "charge": 0, "e_above_lowest_kcal_mol": 67.0, "orbital_gap_ev": 9.78, "e_homo_ev": -9.085, "energy_ev": -11397.4552, "e_lumo_ev": 0.695}

***

{"formula": "C4H4FN3O2", "method": "ωB97M-V/def2-TZVPD", "symbols": ["N", "C", "F", "C", "N", "C", "O", "H", "H", "H", "N", "C", "O", "H"], "positions_angstrom": [[0.994389, 1.092025, 1.425099], [1.094918, 1.085236, 0.035373], [1.174912, 2.260719, -0.622816], [0.902207, -0.032150, -0.692774], [1.001196, -0.090024, -2.077425], [0.978282, 0.541432, -3.103443], [0.920301, 0.832434, -4.234609], [0.651630, 1.949668, 1.801424], [0.814044, 0.246469, 1.917968], [0.862428, -1.012133, -0.189970], [-2.926032, -1.826116, 0.985899], [-1.951086, -1.480228, 1.585066], [-0.986374, -0.981999, 1.996345], [-3.530815, -2.585334, 1.173862]], "forces_ev_per_angstrom": [[1.226, 1.682, -1.464], [-1.483, -1.655, -0.053], [0.213, -0.277, 1.115], [0.811, -0.123, 0.359], [0.083, 0.669, -0.199], [-0.314, -1.666, 0.219], [0.178, 0.872, -0.037], [-0.223, 0.172, 0.409], [-0.261, -0.302, -0.081], [-0.149, 0.749, -0.310], [-0.359, 0.049, -0.329], [0.359, 0.512, -0.337], [0.370, -0.121, 0.569], [-0.451, -0.561, 0.140]], "smiles": "N/C(F)=C/N=C=O.N=C=O", "charge": 0, "e_above_lowest_kcal_mol": 14.3, "orbital_gap_ev": 8.26, "e_homo_ev": -7.889, "energy_ev": -15494.7055, "e_lumo_ev": 0.369}

***

{"formula": "C4H4FNO2", "method": "ωB97M-V/def2-TZVPD", "symbols": ["N", "C", "C", "F", "O", "C", "C", "O", "H", "H", "H", "H"], "positions_angstrom": [[1.215648, -2.959352, 1.273641], [0.845534, -2.059011, 0.696612], [0.687959, -0.681558, 0.061834], [1.965471, -0.255121, -0.435517], [-0.170622, -0.623981, -0.927018], [-0.552206, 0.841035, -0.993477], [-0.761557, 0.973164, 0.532063], [0.390976, 0.249071, 0.985276], [-1.490787, 0.832396, -1.569670], [0.443056, 1.331435, -1.311093], [-0.926238, 2.019383, 0.847056], [-1.647233, 0.332538, 0.840294]], "forces_ev_per_angstrom": [[0.246, -1.742, 0.913], [0.123, 2.856, -1.553], [1.916, -0.120, 0.195], [-0.379, -1.117, 0.365], [-1.455, 0.380, -1.811], [1.089, -1.722, 1.130], [-1.330, -0.833, -1.156], [-0.490, 1.498, 2.112], [0.883, 0.560, -0.143], [-2.198, -0.146, -0.012], [0.917, -0.679, 0.397], [0.679, 1.064, -0.438]], "smiles": "N#CC1(F)OCCO1", "charge": 0, "e_above_lowest_kcal_mol": 23.2, "orbital_gap_ev": 12.19, "e_homo_ev": -11.561, "energy_ev": -12513.4732, "e_lumo_ev": 0.631}

***

{"formula": "C4H4FNS2", "method": "ωB97M-V/def2-TZVPD", "symbols": ["F", "C", "C", "C", "S", "N", "C", "S", "H", "H", "H", "H"], "positions_angstrom": [[0.849885, -1.728232, 0.634553], [0.338388, -0.497708, 0.213632], [1.241066, 0.668074, 0.657448], [0.935139, 0.221225, -0.840122], [-0.579550, 0.887857, -1.802829], [-1.586118, 0.564829, -0.439110], [-1.166289, -0.649895, 0.225924], [-2.214784, -1.731588, 1.022112], [2.166613, 0.162944, 1.152081], [0.707272, 1.607318, 1.057817], [1.801638, -0.248367, -1.393949], [-2.493259, 0.743544, -0.487557]], "forces_ev_per_angstrom": [[0.384, 0.402, -0.610], [-0.758, -3.582, 3.331], [-1.586, -0.247, -0.332], [1.281, 1.110, -1.650], [1.831, 0.238, 0.588], [5.538, -3.616, 1.270], [-2.128, 2.293, 0.896], [2.168, 1.934, -1.556], [-1.650, 1.519, -1.115], [1.261, -1.668, -0.578], [-1.463, 0.755, 0.310], [-4.878, 0.864, -0.555]], "smiles": "F[C@@]12C[C@@H]1SNC2=S", "charge": 0, "e_above_lowest_kcal_mol": 62.7, "orbital_gap_ev": 8.13, "e_homo_ev": -8.647, "energy_ev": -30087.6983, "e_lumo_ev": -0.515}

***

{"formula": "C4H4HgLiO5", "method": "ωB97M-V/def2-TZVPD", "symbols": ["O", "C", "O", "Li", "Hg", "C", "C", "H", "H", "O", "C", "O", "O", "H", "H"], "positions_angstrom": [[2.893002, 0.632984, 0.817440], [3.097306, -0.549706, 0.546379], [2.361573, -1.254798, -0.186084], [1.403502, -2.860923, -0.253550], [1.076357, 0.493318, -0.236095], [-0.595814, 1.199952, -1.897216], [-1.579296, 1.314316, -1.005698], [-0.279136, 1.900539, -2.665614], [-1.718952, 2.137317, -0.300955], [-2.908471, -1.874788, -0.736707], [-1.951740, -1.024292, -0.797617], [-0.863063, -1.284718, -1.393302], [-2.345313, 0.190421, -0.585083], [-3.451247, -1.888886, -1.540014], [-0.885947, -0.160549, -2.432313]], "forces_ev_per_angstrom": [[1.400, -1.045, 0.731], [0.591, 0.648, 0.180], [1.076, -1.819, 0.501], [0.120, -0.396, -0.201], [-4.066, 2.893, -2.448], [-0.653, -4.213, -3.408], [0.197, -0.585, 2.632], [0.407, 0.616, 0.880], [-0.946, 0.173, -0.563], [-0.712, -1.251, 1.132], [1.351, -1.046, -4.475], [-0.858, -0.845, 2.891], [0.758, 2.955, 0.997], [-0.320, -0.159, 0.007], [1.655, 4.075, 1.143]], "charge": 2, "e_above_lowest_kcal_mol": 32.8, "orbital_gap_ev": [8.29, 7.68], "spin_multiplicity": 2, "e_homo_ev": [-18.017, -18.431], "energy_ev": -18807.3842, "e_lumo_ev": [-9.722, -10.752]}

***

{"formula": "C4H4HgO2", "method": "ωB97M-V/def2-TZVPD", "symbols": ["O", "C", "H", "C", "C", "C", "O", "H", "H", "H", "Hg"], "positions_angstrom": [[-1.693408, -0.690623, 1.277437], [-1.095645, -0.336604, 0.033031], [-0.270735, -0.122036, 0.883581], [-0.334472, -0.449862, -1.155489], [0.567162, 0.760024, -1.110375], [0.701339, 0.109656, 0.232831], [1.116593, 0.118531, 1.633920], [-0.221675, -1.364457, -1.741914], [0.129209, 1.769344, -1.161079], [1.475831, 0.726425, -1.730071], [-0.374200, -0.520397, 2.838128]], "forces_ev_per_angstrom": [[-1.821, -0.896, -7.087], [-0.304, -0.304, 3.233], [-0.328, 2.286, -1.068], [-1.159, -1.945, 1.017], [0.967, 0.627, 0.996], [1.265, 0.003, 2.743], [2.905, 1.288, -5.391], [-0.528, 0.689, -0.590], [-0.240, -0.487, -0.144], [-0.331, -0.281, 0.334], [-0.423, -0.980, 5.958]], "charge": 0, "e_above_lowest_kcal_mol": 135.1, "orbital_gap_ev": [5.96, 7.62], "e_homo_ev": [-7.162, -7.667], "energy_ev": -12470.2199, "e_lumo_ev": [-1.201, -0.049]}